A molecular structure, C38H34FeIN3PS at a distorted geometry. Source: the Open Molecules 2025 dataset; level of theory: the ωB97M-V functional and the def2-TZVPD basis.

Values from the calculation:
DFT total energy: -107034.794 eV
Largest force on an atom: 0.038 hartree/bohr
<S²>: 6.018
2S+1: 5
Charge: +1

Geometry as XYZ:
```
79
Properties=species:S:1:pos:R:3:forces:R:3
Fe -0.53459 -0.73681 1.17951 1.3990 -0.7262 1.1198
I -3.06358 -1.04504 1.61931 -1.3265 0.5810 -0.0336
C -3.95165 0.81245 0.91086 -0.0105 -0.4373 0.4945
C -4.96160 1.25526 1.72948 0.4740 -0.5361 0.0317
C -5.75161 2.35129 1.37230 -0.0702 0.2992 -0.2791
C -5.53995 2.95546 0.16806 -0.0797 -0.1054 0.3098
C -4.50918 2.52440 -0.69166 0.1217 -0.1657 0.0607
C -4.37633 3.15082 -1.94787 0.1631 -0.0528 -0.1701
C -3.42420 2.74884 -2.83919 -0.2245 0.1569 0.0918
C -2.52269 1.75907 -2.45367 -0.0738 -0.2360 0.3247
C -2.57933 1.13986 -1.22071 0.2218 -0.0689 -0.0836
P -1.11111 0.04162 -0.94996 -0.3358 0.9811 -1.4509
C -1.43303 -1.13345 -2.31132 0.0916 -0.3011 0.4278
C -0.40856 -1.71987 -3.04798 0.1304 0.1163 0.1126
C -0.69888 -2.63493 -4.04189 -0.0587 -0.1187 -0.1446
C -2.01126 -3.00559 -4.28921 0.0913 -0.0046 0.0004
C -3.03319 -2.45579 -3.53379 -0.1224 -0.0645 -0.0291
C -2.75038 -1.52937 -2.54832 0.1044 0.1239 0.0928
C 0.16729 1.22687 -1.51822 0.1679 -0.2721 0.2479
C 0.53313 2.14250 -0.53343 -0.0672 -0.1520 -0.0073
C 1.49883 3.09919 -0.77312 -0.0006 0.0224 0.0036
C 2.13893 3.12466 -2.00154 0.0450 0.0320 0.0004
C 1.77947 2.22205 -2.98761 0.0244 0.0580 -0.1426
C 0.78565 1.28366 -2.76112 -0.0766 -0.1008 0.0955
C -3.63121 1.45201 -0.31430 0.0295 0.1299 -0.2992
H -5.16846 0.73380 2.65186 -0.0434 -0.0502 0.0730
H -6.53658 2.67502 2.03609 -0.0959 0.0592 0.0478
H -6.16667 3.77024 -0.15852 -0.0887 0.1117 -0.0180
H -5.05920 3.94852 -2.19403 -0.1094 0.1006 -0.0305
H -3.33754 3.19772 -3.81682 -0.0411 0.0777 -0.0477
H -1.74303 1.47351 -3.14654 -0.0284 0.0571 -0.0085
H 0.62172 -1.46065 -2.85391 0.0296 -0.0031 -0.0051
H 0.10290 -3.05978 -4.62670 0.0741 -0.0562 -0.0313
H -2.23335 -3.72688 -5.06131 -0.0246 -0.0327 -0.0629
H -4.05753 -2.74512 -3.71580 -0.0709 -0.0329 -0.0002
H -3.55744 -1.10241 -1.96718 -0.0461 0.0073 -0.0373
H 0.03567 2.09827 0.42754 0.0133 0.1088 0.0473
H 1.75182 3.81531 -0.00660 0.0630 0.0514 0.0939
H 2.91560 3.84929 -2.18828 0.0763 0.0872 -0.0505
H 2.26584 2.25485 -3.95103 0.0574 0.0032 -0.0744
H 0.49635 0.61110 -3.55622 0.0245 -0.0333 -0.0154
N -1.43939 2.41820 2.65453 -0.0679 -0.0336 -0.0448
C -0.17635 2.00206 2.89904 0.2689 0.4288 -0.0061
N 0.21682 0.76327 2.81956 -0.9199 -0.4647 -0.7499
C 1.55134 0.64797 3.17205 0.9868 0.1821 0.3765
C 2.24523 -0.54137 3.37276 -0.2160 0.1868 0.0268
C 3.57450 -0.48317 3.74200 -0.0030 -0.0173 -0.0316
C 4.22739 0.73444 3.89650 0.0928 0.0203 0.0390
C 3.54902 1.92700 3.73176 -0.0803 0.0792 0.0044
C 2.20675 1.87011 3.39971 -0.1540 -0.2596 -0.1412
S 1.07102 3.18987 3.24836 -0.2595 -0.4754 -0.0032
H -2.17298 1.72984 2.73300 -0.0264 0.0225 -0.0225
H -1.68108 3.34920 2.94838 -0.0966 0.0254 -0.0623
H 1.73337 -1.48012 3.24717 -0.0015 -0.2050 0.0051
H 4.11742 -1.40125 3.89895 0.0513 -0.1258 0.0186
H 5.27131 0.75194 4.16987 0.0793 0.0051 0.0121
H 4.04219 2.87544 3.87191 0.0845 0.0938 0.0596
C 3.73103 -1.69288 -1.98565 -0.0820 0.0122 0.1162
N 3.24067 -1.73445 -0.62859 0.3401 -0.3546 0.0649
C 3.43477 -0.48272 0.06165 -0.1414 -0.0128 0.0141
C 1.90160 -2.23992 -0.50854 -0.0717 0.2428 0.1647
C 1.58651 -2.86248 0.83031 -0.1314 -0.0536 0.0190
C 2.48930 -3.72043 1.44520 0.0028 0.0816 -0.2025
C 2.15827 -4.33221 2.64061 0.0468 -0.0868 0.0986
C 0.90861 -4.13192 3.20408 -0.2733 -0.0661 0.1958
C -0.00156 -3.28740 2.58416 0.1116 -0.2649 0.0322
C 0.34093 -2.62280 1.41041 -0.6356 1.4436 -0.1777
H 4.77786 -1.39784 -1.97207 0.0754 0.0207 -0.0991
H 3.17853 -0.97482 -2.60918 -0.0344 0.0952 -0.1537
H 3.65468 -2.68436 -2.42642 0.0189 -0.0366 -0.1227
H 4.49098 -0.22652 0.06569 0.1043 0.0695 0.0413
H 3.09747 -0.57733 1.09208 0.0579 0.0308 -0.0331
H 2.87844 0.34270 -0.41436 -0.0432 0.0817 -0.0404
H 1.74158 -3.00555 -1.27342 -0.0365 0.1154 -0.0809
H 1.14968 -1.42569 -0.67014 0.1977 -0.2999 -0.1607
H 3.44823 -3.88813 0.97809 0.1524 -0.0316 0.0035
H 2.86436 -4.98671 3.12903 0.0937 -0.0598 0.0339
H 0.63734 -4.62176 4.12972 0.0450 -0.0828 0.0277
H -0.98697 -3.16212 3.02463 0.0567 0.0791 0.1236
```
Forces are in eV/Å.


A molecular structure, C38H34FeO8P. Source: the Open Molecules 2025 dataset; level of theory: the ωB97M-V functional and the def2-TZVPD basis.

Values from the calculation:
DFT total energy: -100014.842 eV
Largest force on an atom: 0.017 hartree/bohr
<S²>: 0.810
2S+1: 2
Energy above the lowest of the compared OMol25 structures with the same formula, charge and spin: 31.6 kJ/mol
Charge: -2

Geometry as XYZ:
```
82
Properties=species:S:1:pos:R:3:forces:R:3
Fe -0.30507 -0.73627 -0.77976 -0.5532 -0.1062 0.1628
O 0.34107 4.77576 -0.21136 0.0551 -0.0320 -0.1674
C 0.12220 3.67050 -0.75252 0.0541 0.1436 0.3131
O 0.67584 3.13663 -1.73381 -0.0047 -0.0956 -0.0955
C -1.02293 2.86765 -0.06524 -0.0878 0.1500 0.0421
P -1.43033 1.27616 -0.83951 0.3545 -0.4597 -0.1836
C -2.90474 0.71927 0.08876 -0.1081 0.2388 -0.0041
C -3.04810 -0.77555 0.14686 0.1404 0.1140 0.0496
C -4.46128 -1.18848 0.39139 -0.0441 -0.1363 -0.0361
C -5.38495 -0.33883 0.90504 -0.0246 -0.0371 0.0178
C -5.06644 1.02533 1.12821 -0.0204 0.0649 0.0247
C -3.84482 1.53908 0.64918 -0.0388 -0.0580 0.0549
C -2.11306 1.80597 -2.46058 -0.0471 0.0378 -0.0145
C -1.25826 1.77260 -3.56090 0.0654 0.0425 0.0029
C -1.70214 2.16588 -4.81242 -0.0179 -0.0017 -0.0107
C -3.00790 2.60613 -4.98508 -0.0412 0.0429 -0.0228
C -3.86080 2.66416 -3.89313 -0.0039 -0.0030 -0.0205
C -3.41237 2.26925 -2.63929 0.0005 -0.1526 0.0061
H -1.90359 3.51627 -0.06411 0.0228 -0.0215 0.0810
H -0.75380 2.67475 0.97695 0.0089 0.0317 -0.0153
H -2.51106 -1.09588 1.06418 -0.0449 0.0322 -0.0327
H -4.70501 -2.23255 0.22270 -0.0187 -0.0028 -0.0083
H -6.38424 -0.69396 1.13729 -0.0037 -0.0032 0.0017
H -5.79876 1.69221 1.56702 -0.0091 -0.0055 0.0012
H -3.68731 2.61113 0.67913 0.0092 0.0294 -0.0197
H -0.22800 1.48246 -3.41271 -0.0180 0.0149 0.0326
H -1.01827 2.13825 -5.65250 -0.0075 0.0112 -0.0276
H -3.35718 2.91358 -5.96438 0.0049 -0.0016 -0.0124
H -4.88014 3.01406 -4.01059 -0.0026 0.0056 -0.0273
H -4.09120 2.29906 -1.79705 -0.0162 0.0009 0.0269
O -0.10325 -0.34281 1.53119 0.0682 -0.5442 -0.5532
C 0.39384 -1.53081 2.18433 -0.1070 0.3555 0.1593
C 0.70000 -2.68974 1.17191 0.0523 -0.2143 0.1075
O 1.34044 -3.64037 1.63973 -0.0550 0.0081 0.0189
O 0.24686 -2.57534 0.00761 0.0678 0.3353 -0.4312
C -0.70401 -1.96927 3.14918 0.0282 0.0293 -0.0378
C -0.63694 -3.20890 3.78268 0.0187 0.0486 -0.0254
C -1.61964 -3.59128 4.68112 0.0067 -0.0296 0.0097
C -2.68426 -2.74589 4.96393 -0.0701 0.0031 0.0433
C -2.75410 -1.50902 4.34288 0.0309 -0.0147 -0.0119
C -1.76625 -1.11893 3.44755 0.0148 -0.0266 -0.0299
C 1.66870 -1.13319 2.93541 -0.0104 -0.0834 -0.0545
C 2.88953 -1.11858 2.26105 -0.0447 -0.0109 -0.0031
C 4.03876 -0.68061 2.89490 0.0141 0.0153 0.0475
C 3.99395 -0.25327 4.21718 0.0598 0.0126 -0.0202
C 2.78637 -0.26504 4.89463 -0.0104 -0.0015 -0.0003
C 1.63271 -0.70265 4.25512 -0.0053 0.0217 -0.0062
H 0.59312 -0.06412 0.90320 0.5268 0.4503 0.4939
H 0.19085 -3.86105 3.54058 0.0153 -0.0323 0.0019
H -1.55540 -4.56241 5.15807 -0.0085 -0.0079 0.0095
H -3.45790 -3.05301 5.65868 0.0040 -0.0011 0.0004
H -3.58206 -0.83936 4.53873 -0.0261 0.0018 0.0210
H -1.83064 -0.15374 2.96515 0.0296 0.0114 -0.0036
H 2.93542 -1.44617 1.23123 -0.0260 -0.0127 -0.0033
H 4.97606 -0.67710 2.35109 0.0174 0.0028 0.0136
H 4.89626 0.08884 4.71103 -0.0035 0.0014 0.0029
H 2.73262 0.07025 5.92384 0.0141 0.0021 0.0041
H 0.69442 -0.70321 4.79446 -0.0241 -0.0102 -0.0006
C 6.30286 1.34895 -0.25223 -0.0197 0.0027 0.0067
O 6.09294 1.01846 -1.60716 -0.2153 -0.1287 -0.0617
C 4.83476 0.56765 -1.93534 0.3238 0.1193 -0.0474
C 4.66707 0.24408 -3.30317 -0.2336 -0.0154 0.2336
C 3.43245 -0.18544 -3.70215 0.0790 0.0516 0.0469
C 2.33304 -0.33531 -2.82225 -0.1919 -0.0986 -0.2093
C 1.07295 -0.81435 -3.34987 0.0984 -0.0615 0.0743
C 0.92751 -1.06168 -4.83833 0.0376 -0.0140 -0.0329
O 0.05148 -1.04680 -2.69240 -0.0270 0.1100 0.1424
C 2.51297 -0.01423 -1.43821 0.3970 0.1492 0.0864
O 1.63283 -0.10975 -0.53490 -0.5698 -0.2262 0.0435
C 3.81496 0.44466 -1.03949 -0.1220 -0.0069 -0.0332
H 7.34502 1.65365 -0.17157 -0.0137 0.0084 0.0188
H 6.12047 0.48575 0.39616 0.0254 0.0441 0.0059
H 5.65156 2.16989 0.06070 0.0228 -0.0165 0.0216
H 5.49934 0.36173 -3.98103 0.0021 -0.0093 -0.0552
H 3.29707 -0.42141 -4.74852 -0.0262 -0.0190 -0.0317
H 1.59375 -1.85718 -5.17558 0.0140 -0.0118 -0.0095
H 1.16470 -0.15894 -5.40265 -0.0145 0.0091 -0.0342
H -0.10530 -1.34801 -5.02293 0.0232 0.0115 -0.0031
H 3.90692 0.71390 0.00265 0.0273 0.0074 -0.0066
C -2.23557 -1.38670 -0.99352 0.2319 0.0164 -0.0759
H -2.68767 -1.08527 -1.95034 0.0133 -0.0366 -0.0532
H -2.23892 -2.48155 -0.95610 -0.0431 -0.0388 0.1025
```
Forces are in eV/Å.